Entry 1:
10 unconnected molecules or ions with the total composition C28H80N4O13 in a non-equilibrium geometry. Source: the OMol25 dataset; level of theory: ωB97M-V/def2-TZVPD.

## Properties
* HOMO level: -8.815 eV
* Kohn-Sham gap: 9.5 eV

XYZ file:
```
125
Properties=species:S:1:pos:R:3:forces:R:3:lowdin_charge:R:1
C -1.854607 5.572333 0.440093 0.1 0.2 0.4 -0.11
O -0.814658 5.866559 -0.455493 0.5 0.3 0.0 -0.19
C -0.378731 4.781564 -1.252877 -0.6 0.0 -0.9 -0.19
C 0.383171 5.293877 -2.489371 -0.8 0.6 0.0 -0.45
C 0.524753 4.267870 -3.590810 0.6 0.2 -0.7 -0.06
N 1.587381 6.059453 -2.241144 0.5 0.4 1.3 0.05
H -2.656124 4.955909 0.021372 0.1 0.0 -0.3 0.09
H -2.259848 6.534051 0.748511 -0.1 0.0 0.0 0.09
H -1.500151 5.066009 1.344684 0.1 -0.1 0.0 0.07
H 0.195654 4.033099 -0.690871 -0.1 0.0 0.1 0.12
H -1.315703 4.378950 -1.671531 0.3 -0.7 0.1 0.11
H -0.299250 6.032654 -2.935176 -0.1 0.0 0.2 0.14
H -0.458408 3.873214 -3.853265 0.1 -0.4 0.2 0.07
H 1.302413 3.511274 -3.464464 -0.4 -0.3 0.5 0.06
H 0.872588 4.774287 -4.496543 -0.1 0.2 0.1 0.08
H 2.264711 5.556640 -1.660980 -0.1 -0.5 -0.5 0.07
H 1.311305 6.774253 -1.561060 0.0 0.2 -0.5 0.07
C 1.998081 6.698615 3.597343 -0.1 -1.4 -0.9 -0.07
O 2.142982 5.291122 3.368452 -0.1 0.1 0.8 -0.23
C 1.483328 4.729942 2.261651 -0.4 -0.3 -0.2 -0.22
C 1.049515 3.283940 2.580458 0.9 1.4 1.4 -0.17
N 2.175122 2.370080 2.696669 -0.1 -1.0 -1.6 -0.05
C 3.172364 2.488263 3.733702 0.3 0.7 1.2 -0.18
C 4.578949 2.133852 3.287002 -0.2 0.4 -0.8 -0.21
O 4.738802 0.761977 2.957327 0.1 -0.1 -0.2 -0.22
C 4.699379 -0.075390 4.118999 -0.2 0.9 0.0 -0.07
H 2.559462 6.856634 4.510622 0.0 0.5 0.0 0.09
H 0.938437 6.939109 3.709243 0.0 0.2 0.2 0.09
H 2.393859 7.207885 2.716015 0.1 0.5 0.3 0.09
H 2.143707 4.805605 1.392063 -0.1 -0.3 -0.2 0.12
H 0.543086 5.239450 2.016225 0.2 0.4 0.1 0.10
H 0.287635 3.020920 1.849356 0.4 -0.7 -0.2 0.11
H 0.553647 3.362207 3.557873 -0.3 0.0 -0.1 0.12
H 1.866526 1.411348 2.624419 -0.3 0.0 0.1 0.07
H 2.932000 1.911468 4.634883 -0.3 -0.1 -0.1 0.11
H 3.222645 3.517957 4.085359 -0.1 0.1 -0.2 0.12
H 5.357183 2.471591 3.979338 -0.2 -0.3 0.5 0.12
H 4.785705 2.737193 2.397611 -0.1 -0.4 -0.3 0.12
H 5.024915 -1.072735 3.845301 0.0 0.0 0.0 0.09
H 3.688721 -0.086306 4.532608 0.0 -0.3 0.0 0.07
H 5.350825 0.384021 4.868918 0.1 -0.4 0.1 0.09
C 4.969420 1.832085 -5.338971 -0.7 -0.6 0.7 -0.09
O 3.613399 1.662471 -4.935798 -0.1 0.5 0.1 -0.21
C 3.294474 0.460661 -4.272699 0.0 -0.1 -0.2 -0.24
C 1.799074 0.501624 -4.037881 0.1 0.1 -0.4 -0.23
N 1.272974 -0.688863 -3.367714 -0.7 0.6 -0.3 -0.04
C -0.203729 -0.625749 -3.146238 0.2 0.2 0.9 -0.17
C -0.944038 0.691462 -3.384457 -0.4 0.3 -1.4 -0.22
O -2.321496 0.503948 -3.073504 0.3 -0.4 0.2 -0.19
C -2.974668 1.701033 -2.778694 -0.9 0.5 0.3 -0.13
H 5.582686 1.119803 -4.779881 0.3 0.0 -0.2 0.08
H 5.277240 2.837653 -5.060187 0.0 0.1 -0.3 0.09
H 5.022887 1.653203 -6.412416 0.4 0.1 0.0 0.09
H 3.836402 0.362958 -3.326837 0.1 0.0 0.0 0.11
H 3.542318 -0.388035 -4.922034 0.1 -0.2 0.1 0.13
H 1.363195 0.678087 -5.028859 -0.2 0.0 0.0 0.13
H 1.580442 1.396039 -3.457810 0.0 -0.1 0.3 0.09
H 1.375166 -1.491440 -3.975485 0.5 0.1 0.0 0.10
H -0.377661 -0.843023 -2.092955 -0.2 -0.4 -0.1 0.07
H -0.670228 -1.395036 -3.762647 -0.3 0.1 0.1 0.12
H -0.893912 0.945806 -4.449663 0.1 0.1 -0.1 0.12
H -0.605958 1.601424 -2.882608 0.5 -0.4 0.5 0.10
H -2.440148 2.283588 -2.022324 0.1 0.0 0.0 0.07
H -3.972093 1.484424 -2.389322 0.2 -0.3 0.2 0.09
H -3.201595 2.360191 -3.626640 0.6 -0.1 -0.3 0.09
C -4.585059 -1.491466 -0.499728 0.3 -0.4 -0.4 -0.12
O -4.465599 -2.697924 0.214749 0.4 -0.6 0.3 -0.22
C -4.855032 -3.859725 -0.555863 -0.4 2.0 1.1 -0.21
C -4.706222 -5.099574 0.274650 0.8 -0.2 0.4 -0.23
N -5.645782 -6.128997 -0.163919 0.2 -0.1 0.0 -0.07
C -5.025209 -7.067207 -1.121613 0.3 0.9 0.8 -0.19
C -5.923830 -8.265745 -1.332906 0.2 -0.1 1.0 -0.24
O -5.227955 -9.309184 -1.983111 -0.4 0.3 -0.3 -0.17
C -6.125547 -10.295113 -2.407376 -0.4 -1.0 -0.3 -0.14
H -4.103316 -0.737801 0.117894 -0.1 0.2 -0.1 0.09
H -5.619792 -1.220455 -0.740571 -0.1 0.0 0.3 0.09
H -4.073708 -1.574493 -1.468209 0.2 0.2 0.1 0.08
H -4.212487 -3.851794 -1.439847 -0.5 -0.2 -0.4 0.12
H -5.927968 -3.685480 -0.674548 0.0 -0.5 -1.1 0.13
H -4.784542 -4.860478 1.338306 -0.8 0.2 -0.1 0.13
H -3.646379 -5.402254 0.248757 -0.1 -0.5 -0.3 0.10
H -5.978237 -6.635101 0.646986 0.1 -0.1 -0.1 0.10
H -4.037838 -7.301530 -0.702828 0.0 -0.8 -0.2 0.12
H -4.787045 -6.502096 -2.025942 -0.4 -0.2 -0.3 0.12
H -6.883798 -7.973850 -1.771362 0.2 0.0 -0.7 0.13
H -6.234938 -8.658308 -0.353048 0.1 0.1 0.2 0.12
H -6.877384 -9.899244 -3.095282 0.0 0.1 -0.1 0.09
H -6.670470 -10.825575 -1.613701 0.0 0.5 0.4 0.09
H -5.607795 -11.120300 -2.898137 0.4 0.4 -0.2 0.09
C -0.936931 -3.789563 -0.205050 -0.9 -0.6 0.6 -0.13
O -0.628281 -3.071340 0.978175 0.3 0.1 -0.2 -0.12
H -2.004529 -4.035015 -0.192687 -0.1 0.3 -0.3 0.05
H -0.686986 -3.270535 -1.129957 0.2 0.0 0.0 0.07
H -0.479044 -4.776544 -0.144691 0.5 0.2 -0.1 0.08
H -1.110073 -2.233694 0.959750 0.1 0.0 0.2 0.06
C 0.930105 -4.104315 4.217256 -0.4 1.4 -0.5 -0.10
O 1.395547 -2.727781 4.160491 0.1 -0.5 0.4 -0.14
H 0.811090 -4.419767 5.248167 0.4 0.1 0.1 0.08
H -0.062729 -4.069289 3.765483 0.0 -0.6 -0.1 0.08
H 1.627671 -4.715885 3.648831 -0.2 -0.4 0.2 0.08
H 1.304691 -2.478599 3.236748 0.0 0.2 0.0 0.03
C -0.585090 0.408438 0.177246 0.2 -0.4 -0.1 -0.13
O -0.524032 -0.064874 1.510769 -0.8 0.0 0.3 -0.12
H 0.319966 0.064886 -0.329135 0.0 0.6 -0.3 0.07
H -1.429767 -0.030617 -0.362935 -0.1 -0.1 0.2 0.07
H -0.724325 1.491901 0.145062 0.3 0.0 0.0 0.07
H 0.370189 -0.357263 1.698195 0.4 0.1 0.0 0.02
C 0.401740 0.437629 5.259155 0.5 1.1 -2.0 -0.18
O 1.363717 -0.292126 5.975494 -0.2 -0.2 0.0 -0.11
H -0.638948 0.110654 5.201630 0.0 -0.3 1.0 0.08
H 0.504700 1.503299 5.476521 -0.4 -0.1 0.8 0.07
H 0.630313 0.500077 4.180009 0.3 -0.5 0.0 0.05
H 1.611360 -1.060547 5.441556 -0.2 -0.1 0.1 0.04
C 3.494021 1.669504 -0.755783 0.7 -0.7 0.7 -0.17
O 2.552582 2.530329 -0.181245 -0.4 0.5 -0.2 -0.14
H 3.064731 0.669657 -0.904397 0.1 0.0 -0.3 0.06
H 3.924526 2.052156 -1.682651 -0.6 0.2 -0.2 0.07
H 4.384298 1.546208 -0.115637 -0.2 0.0 0.1 0.08
H 2.436817 2.332176 0.773535 0.4 0.1 -0.2 0.03
C 2.556372 -1.604519 1.003184 1.8 0.1 -0.4 -0.12
O 2.382757 -0.497089 1.877998 -0.3 -0.1 -0.3 -0.16
H 3.628338 -1.784931 0.838118 0.1 0.0 0.4 0.09
H 2.200446 -2.514609 1.476539 -0.6 0.0 -0.4 0.07
H 2.244742 -1.398497 -0.024867 -0.9 -0.2 0.2 0.07
H 3.160427 0.079122 1.798886 0.0 -0.1 0.3 0.06
```
Positions in Å, forces in eV/Å.



Entry 2:
16 unconnected molecules or ions with the total composition C28H81BN27O23 in a non-equilibrium geometry. Source: the OMol25 dataset; level of theory: ωB97M-V/def2-TZVPD.

## Properties
* HOMO level: -7.728 eV
* charge: -1
* Kohn-Sham gap: 9.2 eV

XYZ file:
```
160
Properties=species:S:1:pos:R:3:forces:R:3:lowdin_charge:R:1
O 2.999913 3.537071 -1.783733 -4.1 -2.1 4.2 0.05
C 2.149783 3.028771 -0.953693 4.4 0.1 -3.2 -0.29
O 2.437253 2.154961 0.033917 -0.1 1.5 -0.7 0.21
B 1.195983 1.753901 0.746207 0.5 0.6 -0.6 -0.86
O 0.106483 2.412201 -0.020813 0.9 0.1 -0.5 0.21
C 0.642973 3.056521 -1.061493 -4.2 2.4 -2.1 -0.34
O -0.067937 3.633121 -1.930873 2.9 -2.0 2.7 0.08
O 1.200753 2.116641 2.183347 -0.8 -1.8 -0.4 0.22
C 0.817213 0.976891 2.808957 0.2 0.7 4.0 -0.33
O 0.636433 0.861831 4.028037 0.3 0.5 -3.1 0.10
C 0.738823 -0.190199 1.827957 -1.0 -1.4 1.0 -0.41
O 1.072913 0.286981 0.668737 0.0 -0.1 -0.9 0.24
O 0.388953 -1.324179 2.110807 0.7 1.5 -0.6 0.12
C -2.346707 -3.473169 -9.494233 -0.5 0.9 1.1 -0.07
C -3.196877 -2.168299 -9.629553 0.7 0.1 2.6 -0.41
C -2.844197 -1.018599 -8.526553 0.5 -0.8 -1.7 -0.16
O -1.522247 -0.522749 -8.742333 0.4 0.4 -0.2 -0.22
C -1.229617 0.691091 -8.027943 -0.3 -0.9 0.4 -0.10
N -3.173357 -1.643169 -10.963453 0.0 0.0 -0.7 0.02
H -2.256027 -3.708889 -8.433893 0.5 0.2 0.2 0.07
H -1.364047 -3.314679 -9.938473 0.0 -0.3 0.0 0.08
H -2.870247 -4.370499 -9.824093 0.1 0.2 -0.9 0.07
H -4.221887 -2.455389 -9.394943 -0.2 0.1 0.2 0.12
H -2.877527 -1.324379 -7.480863 -0.5 -0.5 -0.1 0.12
H -3.568247 -0.230369 -8.732813 -0.2 0.2 0.2 0.11
H -1.310557 0.543151 -6.951063 -0.5 -0.2 0.3 0.08
H -1.914857 1.484661 -8.325933 0.2 0.2 -0.1 0.09
H -0.176827 0.963181 -8.103453 -0.1 -0.1 -0.9 0.08
H -2.435867 -0.966199 -11.097363 0.2 0.2 0.3 0.07
H -2.886077 -2.445859 -11.505003 -0.1 0.1 -0.7 0.06
C -4.597007 -11.725799 0.376647 -0.6 -0.1 1.3 -0.07
C -3.395047 -10.841599 0.363017 0.6 1.3 0.5 -0.49
C -2.798577 -10.354369 1.702217 -0.9 -0.8 0.5 -0.20
O -1.500877 -9.773829 1.645297 -0.2 0.4 -0.6 -0.18
C -1.404827 -8.542729 0.915207 0.2 0.4 0.4 -0.10
N -2.375497 -11.480259 -0.396593 1.2 0.3 -1.0 0.04
H -4.351577 -12.718819 0.753177 0.4 -0.3 -0.4 0.08
H -5.043117 -11.777469 -0.616543 0.0 -0.1 0.2 0.08
H -5.312697 -11.418339 1.139117 -0.4 0.5 -0.3 0.08
H -3.619157 -9.874039 -0.086093 -0.4 -0.1 -0.9 0.13
H -2.742077 -11.253559 2.315707 0.5 0.1 0.4 0.12
H -3.514417 -9.685249 2.179657 0.0 0.3 0.2 0.12
H -2.098427 -7.765889 1.237007 -0.8 -0.4 0.0 0.09
H -1.436687 -8.652129 -0.168823 -0.3 -0.2 -0.1 0.08
H -0.473227 -8.020499 1.133167 0.5 -0.7 0.2 0.09
H -1.613787 -10.825329 -0.291853 0.7 -0.1 -0.6 0.05
H -2.016177 -12.300109 0.071197 -0.3 -0.4 0.2 0.08
C 1.704983 5.910151 8.009237 -1.6 1.4 0.5 -0.08
C 1.857083 6.130071 6.521857 0.5 0.4 0.8 -0.46
C 1.735623 7.662711 6.158517 0.2 -0.9 1.4 -0.20
O 2.092213 8.047921 4.882847 0.9 0.4 0.6 -0.17
C 1.200523 7.749031 3.906347 -0.2 -0.8 -2.2 -0.15
N 3.144973 5.615451 6.113137 -0.2 0.5 -1.0 0.05
H 0.791973 6.455551 8.248097 -0.5 -0.1 0.3 0.06
H 2.413633 6.444921 8.641627 0.6 -0.5 -0.3 0.08
H 1.487053 4.890221 8.326017 0.6 -0.1 -0.2 0.08
H 1.056843 5.561481 6.048117 -0.4 0.2 -0.3 0.13
H 2.412383 8.279491 6.749857 -0.1 -0.4 0.7 0.13
H 0.705093 7.939041 6.381517 -0.3 0.2 0.0 0.12
H 0.167633 8.061081 4.060797 -0.1 0.3 0.3 0.09
H 1.205373 6.684031 3.674277 -0.3 -0.4 0.1 0.09
H 1.613903 8.207681 3.008097 -0.4 0.2 -0.2 0.10
H 3.056883 5.791061 5.122427 1.1 -0.2 -0.6 0.06
H 3.125423 4.608901 6.194207 0.1 -0.3 0.1 0.08
C 2.966193 -4.845459 -1.923343 2.1 -4.8 1.4 -0.83
O 3.691523 -4.699349 -0.983633 2.1 0.7 2.4 0.03
N 2.246283 -3.944089 -2.414903 -3.4 5.2 -2.2 0.19
N 2.830833 -6.053089 -2.502583 -0.5 -1.5 -1.4 0.15
H 1.470423 -4.144609 -3.029663 0.1 0.5 0.3 0.13
H 2.337143 -3.082229 -1.896213 -0.6 0.2 -0.4 0.14
H 2.264883 -6.084909 -3.338523 0.3 -0.6 0.2 0.10
H 3.311483 -6.874719 -2.164943 -0.1 0.5 -0.1 0.11
C -3.558207 -3.605529 -2.345333 1.4 -0.3 0.1 -0.78
O -2.761117 -4.383039 -2.820063 0.4 -0.9 -0.5 0.03
N -3.256677 -2.661429 -1.465243 1.3 1.7 2.0 0.15
N -4.844337 -3.533859 -2.590193 -3.9 -0.7 -1.7 0.15
H -2.327747 -2.659049 -1.068763 -0.2 0.4 -0.2 0.12
H -3.836037 -1.834329 -1.484223 0.6 0.0 0.4 0.11
H -5.476007 -3.057039 -1.962713 0.2 -0.2 -0.3 0.11
H -5.258327 -4.096059 -3.320023 0.2 0.1 0.2 0.12
C -1.945107 -0.897859 9.909877 -2.8 2.6 1.0 -0.80
O -2.560397 -1.043849 10.933967 -0.7 -0.5 2.0 0.03
N -2.160327 0.170341 9.133637 0.1 1.4 -1.9 0.15
N -1.026917 -1.689099 9.492267 3.7 -3.5 -1.2 0.17
H -1.695647 0.170231 8.236877 -0.3 0.6 0.1 0.10
H -2.857827 0.870201 9.342897 0.2 -0.5 0.0 0.11
H -0.684387 -2.352969 10.172007 -0.1 -0.1 -0.5 0.12
H -0.655077 -1.690979 8.553197 0.0 0.0 0.4 0.12
C 7.841293 -0.738689 -0.345013 3.2 3.9 2.4 -0.78
O 8.337843 0.277171 0.197787 -0.8 -1.2 -0.7 -0.01
N 6.659093 -0.848359 -0.808723 -4.9 -0.1 -1.5 0.18
N 8.547253 -1.821059 -0.533183 3.3 -2.9 0.2 0.15
H 5.996123 -0.102829 -0.651303 0.0 -0.3 0.0 0.13
H 6.372773 -1.806049 -0.953443 -0.8 0.6 -0.2 0.11
H 8.214613 -2.700839 -0.901213 0.0 0.4 0.2 0.11
H 9.431213 -1.794559 -0.045353 -0.1 -0.3 -0.3 0.12
C -5.044737 -4.563769 3.993057 -0.9 -0.5 -0.3 -0.79
O -5.997507 -5.048919 4.556517 -0.9 -0.5 1.1 0.03
N -3.915637 -4.210709 4.557477 2.1 0.6 2.3 0.16
N -5.023047 -4.405779 2.683607 -0.7 0.4 -3.8 0.15
H -3.879307 -4.428379 5.543077 0.5 0.3 -0.2 0.12
H -3.118157 -3.880689 4.032847 -0.2 -0.2 0.4 0.11
H -4.414827 -3.759379 2.201597 0.0 -0.1 0.3 0.10
H -5.883437 -4.621419 2.200547 0.2 0.1 0.2 0.11
C -4.996807 2.253951 3.346257 2.2 -3.5 -6.1 -0.84
O -4.981607 1.336911 2.507497 -0.1 0.4 0.1 0.00
N -5.622867 2.226611 4.405537 -5.7 -0.7 8.2 0.18
N -4.271167 3.314751 3.263197 3.8 4.2 -1.9 0.16
H -6.292437 1.507491 4.639297 0.3 0.1 -0.3 0.14
H -5.524077 2.984961 5.065257 -0.2 -0.4 0.0 0.12
H -3.584977 3.332081 2.522287 -0.2 0.2 0.1 0.13
H -4.407847 4.166391 3.788677 0.0 -0.4 -0.2 0.11
C 1.324653 7.404861 -7.892943 -5.2 2.7 0.6 -0.82
O 0.158333 7.733501 -7.628993 0.4 -0.5 -0.1 0.01
N 2.123073 6.754631 -7.165883 3.0 -3.8 4.7 0.17
N 1.969793 7.806241 -8.925653 1.7 2.6 -6.2 0.15
H 1.902403 6.679291 -6.183173 0.4 -0.6 -0.2 0.14
H 2.952363 6.407461 -7.626163 0.0 -0.2 1.0 0.12
H 1.469463 8.356571 -9.608953 0.1 -0.1 0.1 0.12
H 2.972663 7.925671 -8.916083 -0.4 -0.1 0.0 0.12
C -6.143317 3.739061 -3.409283 -0.9 -2.7 2.7 -0.81
O -7.032657 2.939681 -3.629893 -0.6 -0.5 -0.6 0.03
N -5.343157 3.682471 -2.359473 1.5 -1.5 2.8 0.15
N -5.894367 4.814031 -4.029953 -0.3 5.6 -5.7 0.16
H -5.511557 2.930471 -1.706593 0.5 0.2 0.0 0.12
H -4.527547 4.276741 -2.317923 -0.2 -0.5 0.4 0.11
H -5.241097 5.556171 -3.823633 -0.1 -0.6 0.4 0.12
H -6.489057 5.011221 -4.822133 0.2 0.0 0.0 0.12
C -2.369487 9.179941 -1.271933 -0.4 3.7 0.3 -0.83
O -3.084947 8.403091 -0.770043 -2.6 -3.9 1.8 0.08
N -1.539237 9.027251 -2.241793 3.0 -2.4 -3.3 0.17
N -2.442827 10.488311 -0.978143 -0.4 2.0 1.2 0.13
H -1.472547 8.075341 -2.572733 0.7 0.3 -0.3 0.13
H -0.960957 9.790121 -2.563853 -0.1 -0.8 -0.2 0.11
H -1.710957 11.093571 -1.321853 -0.8 0.4 0.6 0.09
H -3.223787 10.731481 -0.385643 0.6 0.6 0.0 0.11
C 5.264843 -4.218479 4.716867 2.3 -1.2 3.0 -0.83
O 5.835063 -4.469879 5.766147 -0.1 -0.4 1.2 0.02
N 4.650223 -5.065909 3.966097 -2.1 -3.6 -2.1 0.16
N 5.293093 -3.064449 4.150667 0.3 3.9 -1.1 0.17
H 4.387633 -4.688889 3.066647 -0.4 -1.4 0.0 0.11
H 4.644853 -6.042139 4.225007 -0.1 0.3 -0.5 0.13
H 5.421453 -2.323829 4.825277 -0.1 0.6 -0.9 0.13
H 4.826393 -3.081619 3.255117 0.1 1.8 0.4 0.11
C 5.338613 0.036781 9.094647 -5.5 2.7 -7.9 -0.83
O 5.363913 0.549701 7.969077 0.2 0.3 -0.1 0.01
N 4.183033 -0.357889 9.600097 -2.7 -1.5 2.0 0.15
N 6.322393 -0.069569 9.803857 8.0 -1.7 6.4 0.19
H 4.216633 -1.198539 10.158907 -0.6 0.2 0.0 0.10
H 3.310593 -0.094939 9.164437 0.5 -0.3 -0.2 0.11
H 6.213703 -0.541269 10.690307 0.4 0.3 0.0 0.13
H 7.264983 0.123071 9.496417 -0.5 0.0 -0.2 0.14
C 6.197873 3.748621 -8.967323 1.9 1.3 -0.8 -0.77
O 6.462443 4.943021 -9.033283 -0.7 0.2 -0.1 0.01
N 6.424753 2.884481 -9.958133 0.0 0.1 -1.7 0.14
N 5.875983 3.098181 -7.887793 -1.5 -0.9 4.0 0.16
H 6.592923 3.372991 -10.825983 0.1 -1.1 -0.3 0.12
H 6.325203 1.904011 -9.737083 0.2 0.3 -1.2 0.10
H 5.762133 3.622091 -7.031843 0.0 -0.3 -0.1 0.12
H 5.676913 2.107991 -7.889903 0.0 0.5 0.2 0.11
```
Positions in Å, forces in eV/Å.